No. 1
76
Properties=species:S:1:pos:R:3 method="wB97M-V/def2-TZVPD" max_force_ev_per_a=3.49 lumo_ev="-2.6 / -7.0" orbital_gap_ev="8.491 / 4.128" total_charge=+1 spin_multiplicity=2
O -3.22727 -1.33743 1.19812
C -4.30238 -1.83742 1.44121
O -4.47616 -2.58722 2.56354
C -5.79325 -3.01111 2.69926
C -6.62357 -2.04850 1.83334
C -5.62582 -1.73281 0.71885
H -6.06624 -3.02373 3.75445
H -5.96428 -4.02113 2.32684
H -6.78985 -1.16432 2.44871
H -7.60222 -2.38058 1.48683
H -5.77781 -0.80618 0.16535
H -5.55433 -2.53934 -0.01087
O 2.60471 0.86025 3.30224
C 1.40414 0.84314 3.58303
O 0.52910 0.14713 2.88253
C -0.84133 0.33076 3.31013
C -0.63036 0.80030 4.75504
C 0.66591 1.63487 4.62763
H -1.50232 -0.53299 3.23855
H -1.15697 1.12066 2.62856
H -0.52530 -0.10358 5.35509
H -1.42541 1.45985 5.10287
H 1.24912 1.57628 5.54662
H 0.41278 2.63242 4.26858
O 4.59961 -4.39670 -3.43437
C 3.46613 -3.99905 -3.58819
O 2.91241 -3.96279 -4.77382
C 1.70502 -3.24419 -4.79058
C 1.29357 -3.16625 -3.31465
C 2.54951 -3.27939 -2.57052
H 0.93521 -3.72540 -5.39386
H 1.83866 -2.23507 -5.18035
H 0.60819 -3.97658 -3.06623
H 0.77596 -2.25628 -3.01112
H 2.39212 -3.79717 -1.62435
H 3.01645 -2.30946 -2.39936
N 1.63554 3.04507 -3.27337
C 2.77488 3.45188 -3.87609
C 2.70857 4.80287 -4.05999
C 1.49846 5.27454 -3.55683
C 0.83477 4.16201 -3.04101
H 1.37499 2.13334 -2.92559
H 3.58935 2.79935 -4.15401
H 3.44223 5.41669 -4.56137
H 1.23714 6.32212 -3.53076
H -0.17829 4.01928 -2.69498
N -3.02799 4.87053 -0.20218
C -3.18139 3.54168 -0.01269
C -1.91122 2.97707 0.00511
C -1.02010 4.07485 -0.20403
C -1.72508 5.29126 -0.23623
H -3.83375 5.47950 -0.20056
H -4.11644 3.00865 0.07644
H -1.80225 1.90365 0.05311
H 0.03953 3.99866 -0.39840
H -1.36735 6.29263 -0.42509
C 1.39064 0.92131 -0.01154
C 0.46081 0.26569 -1.01837
O 0.44221 0.65524 -2.19930
C -0.35882 -0.88038 -0.51284
H 2.27356 1.37678 -0.45998
H 1.68895 0.11255 0.65556
H 0.85065 1.64606 0.59776
H -1.05286 -0.51632 0.24470
H 0.31192 -1.65262 -0.13620
H -1.07487 -1.20829 -1.26639
C 3.88492 -3.83128 2.17936
C 3.28577 -2.76951 1.31852
O 2.12063 -2.77229 0.89879
C 4.27710 -1.65913 0.98779
H 3.87680 -3.44669 3.19923
H 4.87371 -4.18408 1.88624
H 3.30470 -4.75390 2.16450
H 5.09937 -2.12814 0.44742
H 4.59798 -1.00097 1.79523
H 3.70174 -0.97044 0.36910

***

No. 2
72
Properties=species:S:1:pos:R:3 method="wB97M-V/def2-TZVPD" max_force_ev_per_a=0.66 lumo_ev=0.7 orbital_gap_ev=8.975 de_lowest_ev=0.9650 smiles="CC(C)[C@H]1CN=C2N(CCNC(=O)CCC3CCCCC3)[C@H](Cc3ccc(O)cc3)CN21" spin_multiplicity=1
C -3.85156 3.97833 -1.30069
C -3.42197 2.69214 -2.00788
C -3.73982 2.84321 -3.49716
C -1.92061 2.40215 -1.80761
C -1.42143 2.46887 -0.32558
N -1.07851 1.11729 0.07951
C -1.19136 0.39079 -0.96967
N -1.10445 -0.94053 -1.18494
C -0.60987 -1.92136 -0.24837
C -1.46273 -1.99665 1.02853
N -1.17808 -0.91461 1.93522
C -0.36615 -1.08751 3.00212
O 0.00163 -2.17749 3.39735
C 0.00780 0.21929 3.68134
C 1.02723 0.98648 2.83335
C 1.29261 2.40619 3.34460
C 2.11967 3.18560 2.31940
C 2.37316 4.61525 2.78749
C 3.09055 4.61550 4.13325
C 2.27381 3.84403 5.16448
C 2.01692 2.41572 4.69132
C -1.23343 -1.19034 -2.61285
C 0.13087 -1.33253 -3.32139
C 0.87151 -2.57733 -2.92461
C 0.41525 -3.82646 -3.33379
C 1.06664 -4.98246 -2.95677
C 2.20265 -4.91026 -2.15557
O 2.81509 -6.06997 -1.80097
C 2.67493 -3.66709 -1.75365
C 2.01314 -2.51576 -2.13858
C -1.96699 0.07821 -3.10276
N -1.51943 1.04452 -2.13427
H -4.85984 4.24523 -1.60925
H -3.18384 4.79516 -1.56632
H -3.85453 3.87177 -0.22011
H -3.99286 1.85226 -1.59517
H -4.81103 2.96705 -3.64106
H -3.41730 1.98328 -4.07512
H -3.23933 3.72513 -3.89262
H -1.35207 3.10660 -2.42950
H -0.53712 3.10866 -0.24299
H -2.17610 2.85339 0.36075
H 0.42501 -1.70291 0.04093
H -0.63155 -2.88806 -0.75364
H -2.52424 -1.98044 0.76270
H -1.23241 -2.92576 1.55680
H -1.25549 0.01672 1.51892
H 0.42153 -0.01513 4.66178
H -0.89155 0.82454 3.80692
H 1.96526 0.42699 2.80787
H 0.64780 1.05848 1.81116
H 0.32823 2.91369 3.46347
H 1.59546 3.19639 1.36102
H 3.07623 2.67875 2.17039
H 2.97117 5.14941 2.04534
H 1.41870 5.13804 2.88664
H 4.07002 4.14463 4.02115
H 3.24919 5.64153 4.47283
H 2.80134 3.82775 6.12082
H 1.31794 4.35048 5.31949
H 1.42257 1.88949 5.43955
H 2.96970 1.89059 4.58954
H -1.82560 -2.09705 -2.77494
H -0.05529 -1.35310 -4.39815
H 0.72862 -0.44897 -3.09075
H -0.46229 -3.89485 -3.96090
H 0.71499 -5.95183 -3.27168
H 3.57059 -5.88185 -1.23109
H 3.56137 -3.60205 -1.13683
H 2.39261 -1.55582 -1.81941
H -3.05653 -0.07130 -3.07420
H -1.66956 0.35675 -4.11680

***

No. 3
84
Properties=species:S:1:pos:R:3 method="wB97M-V/def2-TZVPD" max_force_ev_per_a=2.79 lumo_ev=-3.3 orbital_gap_ev=8.160 total_charge=+1 spin_multiplicity=1
C 1.53298 -2.28752 1.84564
C 1.83156 -1.08893 0.88726
O 0.70047 -0.15052 0.86124
P 0.76106 0.69957 -0.53987
O 2.17301 0.96384 -0.86409
C -0.09881 2.33101 -0.41879
C -0.48308 2.76389 1.02815
N -1.28447 1.79548 1.78232
C -2.51181 1.36934 1.46263
C -3.41113 1.77762 0.30919
C -4.25521 0.61110 -0.29146
C -5.56869 0.34647 0.54811
C -5.65439 -1.20328 0.74636
O -6.91804 -1.62928 1.23112
N -2.99724 0.44384 2.31834
C -1.97532 0.33846 3.22635
N -2.10908 -0.51855 4.24815
N -0.95067 1.15306 2.93208
B 0.27904 1.25835 3.77672
O 0.05659 1.19961 5.15665
C 1.75630 1.46245 3.27282
C 2.33054 2.73644 4.04108
O 0.14315 -0.25822 -1.70717
C -1.22422 -0.63485 -1.45286
C -1.38226 -1.91070 -0.58098
H 1.82796 -2.00428 2.86985
H 2.12783 -3.14612 1.51094
H 0.46845 -2.55117 1.74235
H 2.72093 -0.52859 1.21932
H 1.99995 -1.53531 -0.10934
H -0.93032 2.33076 -1.14212
H 0.62471 3.08162 -0.78860
H -1.10755 3.67528 0.93252
H 0.43516 3.08141 1.54003
H -2.89837 2.30268 -0.51151
H -4.13822 2.50763 0.72368
H -3.68955 -0.31390 -0.47762
H -4.61640 0.96736 -1.27636
H -6.45902 0.66509 -0.02496
H -5.52724 0.89365 1.50476
H -4.83104 -1.48474 1.43568
H -5.45674 -1.64244 -0.24937
H -7.01898 -1.20622 2.09568
H -1.82625 -0.29893 5.19272
H -2.45648 -1.44008 4.01684
H -0.31332 2.04966 5.45192
H 1.86543 1.62939 2.19187
H 2.38529 0.61502 3.61369
H 2.81247 2.43521 4.98520
H 3.05389 3.29405 3.42609
H 1.49548 3.43343 4.25696
H -1.78720 -0.81097 -2.38748
H -1.71515 0.20544 -0.92405
H -2.35714 -2.38501 -0.80229
H -0.55050 -2.60517 -0.76103
H -1.43050 -1.64817 0.49357
C 0.84300 -7.40552 -4.04647
C -0.44217 -7.15506 -3.58253
C -0.63021 -6.41783 -2.42445
C 0.47671 -5.93425 -1.74382
C 1.76416 -6.18386 -2.19302
C 1.94448 -6.92420 -3.35042
N 0.28119 -5.13325 -0.53177
O -0.86069 -4.94640 -0.15052
O 1.27240 -4.69438 0.02829
H 0.98669 -7.97754 -4.95479
H -1.29789 -7.53301 -4.12646
H -1.63312 -6.22673 -2.06863
H 2.62574 -5.80972 -1.65764
H 2.94418 -7.12382 -3.71316
C 4.62957 3.05413 -3.00386
C 5.23315 4.02069 -3.79839
C 4.89105 5.35731 -3.64871
C 3.94814 5.71043 -2.69835
C 3.33503 4.75418 -1.90558
C 3.67743 3.41936 -2.06013
N 3.59831 7.12537 -2.51709
O 4.13806 7.93925 -3.23930
O 2.78708 7.40056 -1.64844
H 4.90216 2.01212 -3.11910
H 5.97347 3.73290 -4.53361
H 5.36451 6.10452 -4.27034
H 2.59582 5.03515 -1.16745
H 3.20387 2.66433 -1.44220

***

What are the total energy values for these records? In order: -1725.851207 -1384.287019 -2386.942504 a.u..